No. 1
This record from the Open Molecules 2025 dataset describes a cluster of 11 separate species, C23H72N18O11 in total. The level of theory is ωB97M-V with the def2-TZVPD basis set.

XYZ file:
```
124
Properties=species:S:1:pos:R:3
O -12.03 17.07 17.60
C -9.12 24.95 15.29
C -4.04 17.43 14.97
H -6.69 24.21 14.19
H -10.17 23.80 12.02
N -5.74 22.04 12.35
H -10.53 23.57 14.90
H -19.56 21.52 14.97
H -17.61 21.92 15.24
O -8.90 17.09 13.77
O -8.78 23.92 9.08
H -3.13 17.09 15.45
H -17.00 20.00 14.02
N -11.30 21.61 13.66
C -6.86 17.51 17.54
N -10.69 23.37 11.27
O -5.22 17.10 15.65
H -6.43 19.24 13.22
H -8.38 25.85 9.00
O -7.80 22.10 13.26
H -9.54 19.20 14.15
H -9.82 26.70 15.67
N -10.08 25.74 15.51
H -5.84 21.08 12.04
H -10.62 23.66 8.24
H -18.21 21.81 17.75
H -6.99 19.63 17.19
O -5.41 19.42 11.01
O -15.39 20.32 15.05
H -7.41 17.21 11.14
H -9.17 20.95 13.71
H -13.04 21.13 17.69
H -8.87 23.11 14.60
C -7.64 18.77 17.03
H -9.33 14.32 15.00
C -15.04 21.55 14.68
H -12.51 15.65 18.92
H -6.57 18.56 19.20
C -11.02 25.74 11.03
H -10.12 22.67 10.81
H -7.91 24.94 10.57
H -14.32 20.23 18.22
H -17.45 20.23 17.92
H -11.53 16.14 15.36
H -11.41 17.00 19.50
H -10.69 18.78 18.34
H -6.98 24.68 9.18
N -6.80 18.62 12.52
N -9.75 20.13 13.82
N -12.05 16.82 14.82
N -19.17 20.76 15.51
H -5.24 23.81 13.22
H -11.83 25.63 11.75
C -5.35 17.39 17.03
H -4.77 16.62 17.56
N -14.10 23.36 12.02
H -10.59 15.38 14.36
H -13.05 18.39 13.64
H -14.14 17.52 12.65
H -6.40 17.54 9.63
H -14.75 22.60 11.88
C -12.90 16.46 13.92
H -11.34 26.69 10.60
H -8.58 18.92 17.56
H -10.84 15.61 18.38
H -6.76 16.08 14.89
C -6.24 18.60 11.33
O -13.12 15.32 13.66
H -7.62 18.10 12.80
N -6.16 23.60 13.58
C -12.95 18.21 17.74
H -19.75 20.78 16.34
N -7.63 15.56 14.86
H -16.52 21.56 17.48
H -12.26 21.94 13.59
H -10.10 26.02 11.55
N -15.98 24.47 12.56
H -16.54 23.67 12.33
O -8.00 25.39 15.23
H -4.81 18.33 17.15
C -14.66 24.49 12.49
H -11.02 25.37 15.54
H -16.88 19.07 15.54
C -16.78 20.06 15.09
H -15.54 21.96 13.81
C -11.64 16.27 18.72
O -11.84 19.56 14.33
C -17.50 21.12 17.29
H -11.12 20.36 17.89
H -12.13 24.28 10.05
N -9.54 23.70 15.06
C -12.45 19.35 18.72
N -6.71 17.66 10.58
H -12.63 18.80 19.65
H -13.90 17.84 18.14
C -17.75 20.99 15.81
C -11.08 24.37 10.31
H -7.55 14.65 15.29
H -13.39 21.08 19.50
H -4.04 18.51 14.84
C -13.33 20.54 18.56
H -10.61 22.23 13.27
O -14.06 25.45 12.80
N -6.91 17.64 18.96
H -7.35 16.56 17.31
C -8.72 16.01 14.38
H -13.10 23.20 12.05
N -13.39 17.48 13.34
N -9.67 15.24 14.74
H -13.16 18.58 16.74
H -10.22 25.18 8.41
H -7.71 18.66 15.95
H -16.44 25.29 12.93
H -15.29 22.09 15.60
H -4.82 22.46 12.41
H -4.23 16.95 14.01
N -11.09 19.67 18.63
C -7.99 24.95 9.49
C -11.03 20.35 13.92
H -11.67 17.76 14.79
C -10.20 24.28 9.03
H -7.87 17.63 19.26
H -13.98 21.56 14.44
C -6.63 22.48 13.12
```

SMILES = COC[C@H](C)N.COC[C@H](C)N.COC[C@H](C)N.COC[C@H](C)N.NC(N)=O.NC(N)=O.NC(N)=O.NC(N)=O.NC(N)=O.NC(N)=O.NC(N)=O
spin multiplicity = 1
HOMO energy = -8.6 eV

Results of the Löwdin charge analysis, in e, for atoms 1 through 99:
1 O -0.2570
2 C -0.7914
3 C -0.0969
4 H 0.0760
5 H 0.0586
6 N 0.1996
7 H 0.0814
8 H 0.0646
9 H 0.1195
10 O -0.0164
11 O -0.1945
12 H 0.0913
13 H 0.1237
14 N 0.1723
15 C -0.4032
16 N 0.0493
17 O -0.2639
18 H 0.1056
19 H 0.0928
20 O -0.0188
21 H 0.0858
22 H 0.1338
23 N 0.1768
24 H 0.0769
25 H 0.1162
26 H 0.0776
27 H 0.0795
28 O 0.0168
29 O -0.1801
30 H 0.1145
31 H 0.0546
32 H 0.0827
33 H 0.0571
34 C -0.0335
35 H 0.1287
36 C -0.1611
37 H 0.0869
38 H 0.0744
39 C -0.0585
40 H 0.0887
41 H 0.0824
42 H 0.0672
43 H 0.0862
44 H 0.0837
45 H 0.0768
46 H 0.0454
47 H 0.0904
48 N 0.1784
49 N 0.2181
50 N 0.1550
51 N 0.0362
52 H 0.1112
53 H 0.0449
54 C -0.1505
55 H 0.1213
56 N 0.1714
57 H 0.0949
58 H 0.0624
59 H 0.1224
60 H 0.1316
61 H 0.0926
62 C -0.8330
63 H 0.0799
64 H 0.0580
65 H 0.0856
66 H 0.0912
67 C -0.7902
68 O 0.0373
69 H 0.0490
70 N 0.1807
71 C -0.1273
72 H 0.0611
73 N 0.1948
74 H 0.0627
75 H 0.0719
76 H 0.0721
77 N 0.1608
78 H 0.1008
79 O 0.0385
80 H 0.1164
81 C -0.7791
82 H 0.1216
83 H 0.1319
84 C -0.1778
85 H 0.0627
86 C -0.0817
87 O 0.0169
88 C -0.0515
89 H 0.0743
90 H 0.1174
91 N 0.1783
92 C -0.5029
93 N 0.1896
94 H 0.1220
95 H 0.1179
96 C -0.4342
97 C -0.3956
98 H 0.1267
99 H 0.0878

---

No. 2
This record from the Open Molecules 2025 dataset describes a cluster of 15 separate species, C23H74N29O15 in total. The level of theory is ωB97M-V with the def2-TZVPD basis set.

XYZ file:
```
141
Properties=species:S:1:pos:R:3
H 4.82 30.03 22.33
H 0.52 35.61 16.50
C 3.64 28.54 19.81
H -1.40 29.22 18.39
H -2.00 24.08 18.93
H 2.56 26.32 14.84
H 0.35 30.34 16.74
N 7.13 27.30 15.23
H 3.71 32.69 23.85
C 0.21 31.10 17.51
H 7.95 26.85 15.61
H 6.85 34.30 20.10
N 5.22 31.73 17.42
N -3.69 33.36 18.25
N -4.35 29.91 21.46
N 1.65 26.54 15.22
H -1.37 31.18 20.06
H 5.57 35.06 19.17
H -0.75 31.60 17.41
H 1.04 24.73 19.84
C -0.45 29.10 18.91
H 1.45 27.24 19.91
O -3.80 32.19 20.17
C 0.30 27.91 18.28
H 7.00 27.29 19.04
O 9.11 27.64 20.02
H -5.22 27.91 14.42
N -4.64 27.79 15.24
H 2.54 28.60 16.55
N 2.97 33.35 23.63
H 0.38 28.10 17.21
H -2.96 35.00 19.51
H 2.77 31.35 22.86
N 2.37 31.95 22.16
N 5.17 31.61 23.98
C 0.37 34.68 18.25
H -4.94 27.22 16.02
N -3.59 34.42 20.05
H 5.29 28.27 14.32
H 2.12 26.96 18.27
N 5.81 28.92 14.89
N 4.42 29.75 23.21
O 2.65 31.24 19.55
O -3.35 29.44 14.47
N 1.82 30.15 19.35
N 1.48 24.62 15.00
H 3.24 28.30 20.79
O 7.43 32.04 17.40
H 4.36 29.34 19.92
C 2.50 28.95 18.79
H 3.95 28.86 23.28
H 0.62 22.60 22.35
N -2.88 28.18 16.20
C 3.06 29.18 17.32
O 1.14 28.14 24.69
H 4.27 27.70 19.51
H -2.82 31.60 21.76
C -3.62 28.52 15.23
H -2.12 28.82 16.38
N 4.25 33.98 20.31
N 0.61 30.09 23.93
H 1.83 34.54 16.96
C 1.04 28.88 23.74
H -3.72 34.33 17.97
O -1.36 23.94 21.66
H -0.08 32.27 19.90
H 5.28 32.11 16.49
C -3.33 25.51 18.57
N 0.20 24.88 20.39
H 5.32 30.95 19.28
H -3.74 34.53 21.04
H 5.49 31.72 23.03
N 9.29 29.03 18.25
O 4.34 30.04 25.37
H 1.04 23.72 14.87
C 6.42 31.64 17.93
N -3.78 25.28 19.81
C 1.62 27.68 18.92
H -0.35 25.67 20.08
O 1.71 34.07 22.05
H -5.16 29.32 21.47
H 1.64 23.33 21.12
H 3.22 34.28 23.94
C -3.43 29.77 22.39
H -4.44 25.93 20.22
H 3.19 30.17 16.89
H -3.13 27.41 16.81
H 1.58 29.42 21.95
H -1.82 30.72 22.94
H 2.20 31.65 21.21
O 5.73 34.10 22.02
H 8.89 29.22 17.34
H 10.21 29.34 18.51
C 8.67 28.25 19.08
H -0.35 27.04 18.42
N 7.56 27.98 18.56
O 7.81 29.32 15.73
N -2.26 24.81 18.28
C -0.28 31.22 20.07
H 1.08 33.89 19.95
H 3.53 33.43 20.77
H 0.85 31.96 17.31
H -1.66 25.01 17.49
H 6.27 26.79 15.15
C -0.24 24.00 21.20
O -0.22 25.70 16.05
H 0.79 30.81 23.24
C 0.41 30.45 18.91
C 2.27 33.19 22.60
H 0.06 30.93 21.07
O -0.63 35.27 18.61
H 2.04 27.79 22.55
C 5.33 34.26 20.91
N 1.25 34.08 18.98
C -3.62 33.23 19.58
H 5.56 29.90 14.88
C 4.60 30.42 24.29
H 4.08 28.78 17.34
H 0.19 30.37 24.81
N 1.47 28.63 22.57
H -3.40 24.55 20.39
O -3.18 28.73 22.99
H 2.47 24.67 14.79
N -2.68 30.83 22.40
C 6.91 28.57 15.33
H -3.99 32.59 17.66
N 6.00 34.85 20.06
H 7.07 31.02 19.66
C 0.85 25.63 15.42
O -3.80 26.35 17.86
H -4.49 30.78 20.97
H 7.32 28.66 17.85
H 4.25 34.19 19.32
H -0.74 28.77 19.91
N 0.88 34.85 17.07
H 1.26 27.35 15.67
H 1.90 33.48 18.50
N 0.74 23.24 21.58
H 5.64 32.16 24.69
N 6.29 31.10 19.03
H 4.39 31.43 17.92
```

spin multiplicity = 1
charge = -1
HOMO energy = -4.3 eV

Results of the Löwdin charge analysis, in e, for atoms 1 through 99:
1 H 0.1110
2 H 0.1183
3 C -0.0462
4 H 0.1007
5 H 0.0969
6 H 0.1286
7 H 0.0689
8 N 0.1813
9 H 0.0454
10 C -0.0152
11 H 0.1320
12 H 0.1322
13 N 0.1633
14 N 0.1682
15 N 0.1542
16 N 0.1798
17 H 0.0607
18 H 0.1138
19 H 0.0805
20 H 0.1153
21 C -0.1048
22 H 0.0984
23 O 0.0119
24 C -0.2148
25 H 0.1248
26 O 0.0288
27 H 0.1201
28 N 0.1737
29 H 0.0348
30 N 0.1902
31 H 0.0733
32 H 0.0988
33 H 0.0696
34 N 0.1686
35 N 0.1359
36 C -0.7968
37 H 0.1060
38 N 0.1769
39 H 0.1269
40 H 0.1090
41 N 0.2077
42 N 0.1794
43 O -0.2847
44 O 0.0014
45 N -0.1981
46 N 0.1553
47 H 0.0456
48 O 0.0323
49 H 0.0387
50 C -0.4145
51 H 0.1137
52 H 0.1226
53 N 0.1813
54 C -0.0143
55 O 0.0320
56 H 0.0714
57 H 0.0676
58 C -0.8662
59 H 0.1038
60 N 0.2199
61 N 0.1824
62 H 0.1049
63 C -0.8232
64 H 0.1059
65 O 0.0474
66 H 0.0541
67 H 0.1149
68 C -0.7234
69 N 0.1780
70 H 0.0829
71 H 0.1328
72 H 0.0927
73 N 0.1764
74 O 0.1029
75 H 0.1287
76 C -0.8765
77 N 0.1858
78 C -0.1675
79 H 0.1032
80 O 0.0655
81 H 0.1055
82 H 0.1078
83 H 0.1298
84 C -0.7796
85 H 0.1188
86 H 0.0553
87 H 0.0416
88 H 0.0781
89 H 0.0913
90 H 0.0395
91 O 0.0656
92 H 0.0633
93 H 0.1228
94 C -0.8524
95 H 0.0827
96 N 0.1654
97 O 0.0054
98 N 0.1914
99 C -0.0299

---

Values of energy above the lowest of the compared OMol25 structures with the same formula, charge and spin, in order: 6.7309, 0.0000, all in eV.